Entry 1:
The molecule C5H9NO2, computed with the ωB97M-V functional and the def2-TZVPD basis.

Calculated values
* F_max: 0.03885 Eh/bohr
* orbital gap: 0.2847 Eh
* lowest unoccupied orbital energy: 0.8 eV
* SMILES string: C/C=C\C(O)=C(\N)O

```
17
Properties=species:S:1:pos:R:3:lowdin_charge:R:1
H -1.802 -0.748 -2.506 0.07
C 0.644 0.776 0.527 -0.29
C -1.434 -0.424 -1.530 -0.10
C 0.437 1.205 -0.811 -0.08
C 0.524 -0.538 0.905 -0.38
H -1.218 -1.325 -0.961 0.05
H 0.666 2.590 1.170 0.09
C -0.208 0.413 -1.710 -0.14
H 0.016 0.606 -2.757 0.09
O 0.809 1.716 1.547 0.01
H 0.598 -2.406 0.472 0.11
H -2.231 0.134 -1.036 0.09
H 0.915 -1.504 2.657 0.10
H 1.009 2.068 -1.144 0.11
O 0.990 -1.586 0.150 0.05
N 0.232 -0.893 2.224 0.12
H 0.053 -0.085 2.804 0.09
```

Entry 2:
A 13-piece molecular cluster, C32H91N9O13 overall, computed with the ωB97M-V functional and the def2-TZVPD basis.

Calculated values
* F_max: 0.08115 Eh/bohr
* orbital gap: 0.3606 Eh
* lowest unoccupied orbital energy: 0.5 eV

```
145
Properties=species:S:1:pos:R:3:lowdin_charge:R:1
H 7.646 3.364 0.362 0.08
H 4.511 0.027 -1.188 0.04
H -4.090 -3.878 -3.586 0.10
H -2.585 1.043 3.578 0.06
O -5.384 -0.688 -1.005 -0.12
C -7.268 0.487 -0.248 -0.09
H 5.675 3.174 1.989 0.08
H -2.442 -1.988 -0.770 0.10
C 0.074 0.985 0.070 -0.24
H 5.596 -1.320 4.502 0.15
H -0.256 -3.024 -4.232 0.08
C -7.622 -1.869 -0.963 -0.04
H -2.380 -5.425 -0.931 0.07
C -4.240 -0.197 3.262 -0.51
H -0.523 -4.288 2.159 0.08
C 0.561 -4.272 2.022 -0.05
O -4.645 -3.387 -1.037 -0.03
N -0.339 0.557 6.414 0.14
C -3.764 -1.156 2.207 -0.05
C -2.203 -3.573 -4.005 -0.68
O -1.186 0.431 -0.155 -0.19
C 0.576 0.640 1.438 -0.40
H 4.579 -2.759 2.535 0.08
C 4.528 -1.277 4.121 -0.46
C 7.310 2.441 -0.107 -0.05
N -5.102 0.573 -4.138 0.17
H -8.222 0.436 0.272 0.08
H 0.079 3.704 -3.382 0.06
H -6.401 -1.120 0.796 0.12
H 2.025 3.531 -0.851 0.08
C -4.170 -0.101 -4.889 -0.58
H 7.595 1.515 1.867 0.14
O 1.464 0.707 5.054 0.00
H 2.649 -5.141 -0.584 0.05
C 6.826 1.575 1.058 -0.46
C 2.922 -1.297 -1.857 -0.45
C 3.029 5.363 1.038 -0.03
C 3.643 0.072 -1.732 -0.02
H -2.446 1.752 -0.965 0.09
C 3.506 -2.227 -2.895 -0.05
H -5.065 -1.529 -1.363 0.03
H -3.642 1.623 2.326 0.07
H -5.487 -1.061 -6.257 0.08
H -6.538 1.261 0.130 0.10
H -1.197 5.371 -1.607 0.07
C -1.851 0.901 -1.282 -0.09
H 5.131 1.576 2.489 0.08
O -2.945 -0.186 -4.569 -0.04
H -0.237 1.030 2.068 0.14
N -0.192 -0.710 4.288 0.15
H 2.555 -1.824 4.833 0.08
H -1.285 5.990 -5.709 0.09
H 3.720 3.191 -0.353 0.04
H -1.181 0.157 6.725 0.06
H -1.474 3.583 -4.150 0.06
H 4.882 -1.037 2.108 0.07
C 3.087 3.816 -0.982 -0.06
C -3.481 -3.767 -0.765 -0.63
N -4.609 -0.604 -6.180 0.15
H -4.146 1.809 3.927 0.07
H -0.053 4.019 -5.036 0.09
H -4.215 -2.189 2.373 0.10
H -3.772 -1.022 -6.476 0.07
H 3.293 3.641 -2.042 0.08
H 7.483 -0.186 0.525 0.08
C 2.387 -4.919 0.397 -0.03
C 0.926 -4.451 0.540 -0.47
C -3.602 1.165 3.288 -0.03
H 3.788 -1.883 6.121 0.08
H 2.657 0.841 0.908 0.05
H 3.878 -3.130 4.986 0.08
N 0.710 -0.786 1.640 0.03
H 4.722 2.225 0.976 0.04
H 3.814 -1.726 -3.836 0.09
H 2.476 -5.821 1.066 0.10
C -0.909 5.584 -3.772 -0.49
O -2.018 -4.773 -3.881 0.00
H 0.391 -1.032 3.481 0.06
H -1.737 6.810 -2.214 0.08
H 2.839 -3.101 -3.037 0.08
H 1.884 -1.189 -2.110 0.12
H 4.098 5.743 -0.775 0.13
H 0.012 6.112 -3.621 0.11
H 0.998 -4.986 2.747 0.09
H 4.421 -2.644 -2.413 0.09
H 3.029 -4.202 0.977 0.08
H -4.092 -5.610 -0.901 0.11
H 0.258 0.858 7.160 0.08
O 4.133 0.102 4.110 -0.09
H -0.973 -1.271 4.639 0.09
H -2.667 -1.295 2.173 0.08
H -5.282 -0.050 3.124 0.12
H 1.424 -1.262 1.089 0.05
H -0.137 -1.222 1.220 0.09
N -2.363 -3.012 -0.778 0.20
C 4.261 -1.727 2.695 -0.06
H 3.033 6.405 1.319 0.08
H 2.144 4.807 1.349 0.08
H 2.453 0.857 2.659 0.06
C -1.698 5.742 -2.482 -0.05
H 8.137 2.023 -0.686 0.07
H -8.020 -1.281 -1.826 0.08
C -6.647 -0.867 -0.262 -0.47
H 0.239 -5.167 0.153 0.11
H -2.722 5.335 -2.556 0.09
H 6.484 2.653 -0.808 0.08
H 3.801 -1.643 -0.074 0.11
H -8.408 -2.120 -0.224 0.08
H 1.514 -2.868 -0.353 0.05
H 3.196 -1.672 2.515 0.06
H -1.402 -3.374 -0.589 0.09
C 0.364 0.199 5.206 -0.58
N -3.517 -3.123 -3.986 0.15
H 2.050 5.828 -1.977 0.05
H 3.968 0.398 -2.754 0.10
H -2.388 0.118 -1.852 0.08
H 0.850 0.669 -0.632 0.11
N -3.256 -5.122 -0.604 0.16
H -7.113 -2.770 -1.354 0.07
O -1.605 6.257 -4.834 -0.05
H -4.140 -0.843 1.225 0.06
C -0.596 4.143 -4.079 -0.05
O -4.029 -0.753 4.546 -0.04
C 2.011 1.177 1.702 -0.03
O 6.617 0.201 0.651 -0.07
H 1.981 2.283 1.763 0.08
H -4.942 0.652 -3.143 0.09
C 5.572 2.154 1.654 -0.06
H 3.951 4.929 1.452 0.07
H 0.059 2.129 0.030 0.15
H -4.470 -1.586 4.497 0.07
H 3.423 0.236 4.744 0.04
H -1.340 -1.719 -4.620 0.09
H -7.445 0.796 -1.276 0.07
O 0.612 -3.261 -0.185 -0.10
C 3.184 5.237 -0.483 -0.48
H -3.866 -2.177 -3.840 0.06
H -6.078 0.483 -4.448 0.11
O 3.003 -1.922 -0.573 -0.10
C 3.614 -2.069 5.058 -0.06
H 2.989 0.827 -1.316 0.05
H 0.965 -3.337 2.373 0.04
N -1.192 -2.698 -4.313 0.16
O 2.090 5.959 -1.054 -0.05
H -1.060 1.285 -1.957 0.09
```

Entry 3:
An isolated ion of composition C7H10N3 and charge +1, computed with the ωB97M-V functional and the def2-TZVPD basis.

Calculated values
* F_max: 0.11203 Eh/bohr
* orbital gap (alpha / beta): 0.2835 / 0.2835 Eh
* lowest unoccupied orbital energy (alpha / beta): -5.7 / -5.7 eV
* charge: +1
* SMILES string: C#CC(=C/C=[NH2+])/N=N/CC

```
20
Properties=species:S:1:pos:R:3:lowdin_charge:R:1
C -1.305 2.049 -2.221 0.01
N 2.721 0.275 0.195 0.15
H 1.412 1.747 -1.912 0.14
H 2.945 -0.188 1.048 0.11
H -2.476 3.202 -3.714 0.02
N -1.190 0.258 -0.603 0.13
H 0.878 -0.372 0.329 0.11
H 0.614 -1.938 1.825 0.06
H -2.203 -1.391 1.459 0.14
N -0.865 -0.177 0.517 0.06
H 3.516 0.917 -0.081 0.16
H -0.325 -1.062 3.062 0.12
C -1.233 -1.478 0.998 -0.26
C 1.482 0.290 -0.349 -0.12
C -0.518 1.139 -1.325 -0.19
C 0.907 1.081 -1.238 0.00
C -1.914 2.597 -3.131 0.21
H -1.198 -2.357 0.364 0.14
C -0.418 -1.792 2.170 -0.13
H -0.830 -2.799 2.607 0.13
```

Entry 4:
An isolated ion of composition C5H11Br3P and charge +1, computed with the ωB97M-V functional and the def2-TZVPD basis.

Calculated values
* F_max: 0.06467 Eh/bohr
* orbital gap: 0.3447 Eh
* lowest unoccupied orbital energy: -5.7 eV
* charge: +1

```
20
Properties=species:S:1:pos:R:3:lowdin_charge:R:1
H -1.457 -1.288 1.543 0.10
C -0.656 -0.093 -0.091 -0.70
H 0.950 -0.880 -1.518 0.09
C -0.517 1.406 -0.387 -0.07
H 0.225 1.737 0.307 -0.01
C -0.877 -0.403 1.351 -0.08
H -1.092 -0.981 -1.882 0.10
H 0.061 -0.430 1.901 0.02
H -2.059 -1.750 -0.598 0.13
Br 4.134 -0.905 0.384 0.38
H -2.555 -0.070 -1.125 0.12
C -1.669 -0.725 -0.945 -0.06
H 0.699 -1.727 0.126 0.11
C 0.716 -0.798 -0.459 -0.22
Br 3.010 1.829 -1.346 0.40
H -0.373 1.546 -1.463 0.10
H -1.480 1.861 0.000 0.13
H -1.474 0.192 1.947 0.07
P 2.262 0.280 0.133 -0.09
Br 2.154 1.201 2.124 0.49
```

Entry 5:
C22H63CrCuO19 as an isolated structure, computed with the ωB97M-V functional and the def2-TZVPD basis.

Calculated values
* 2S+1: 6
* F_max: 0.07504 Eh/bohr
* orbital gap (alpha / beta): 0.3113 / 0.2390 Eh
* lowest unoccupied orbital energy (alpha / beta): -2.7 / -3.8 eV
* charge: +1

```
106
Properties=species:S:1:pos:R:3:lowdin_charge:R:1
H 10.099 15.331 0.887 0.08
H 12.740 18.001 1.010 0.10
H 12.922 17.849 4.400 0.12
H 5.192 17.606 1.363 0.07
C 8.491 8.661 2.596 -0.17
C 13.431 17.002 3.933 -0.21
H 10.680 9.417 -1.131 0.12
H 5.056 11.934 6.119 0.07
H 4.729 16.148 2.070 0.06
H 12.578 7.414 0.748 0.09
H 6.260 16.220 1.201 0.06
H 3.599 11.248 1.504 0.13
H 15.379 13.506 4.323 0.13
C 15.247 12.709 3.595 -0.21
O 7.053 16.089 3.741 -0.21
Cr 9.656 11.568 4.635 0.96
H 8.702 8.453 1.547 0.14
O 6.212 10.530 -1.836 -0.05
H 7.207 9.934 -0.091 0.08
C 9.171 15.737 6.681 -0.16
C 6.393 17.158 3.182 -0.38
H 5.148 10.858 2.126 0.10
O 8.941 13.094 3.181 -0.36
H 8.481 17.692 4.923 0.05
H 11.704 16.071 3.976 0.04
H 14.367 17.854 2.182 0.13
O 8.962 14.807 5.621 -0.13
C 11.679 9.354 4.830 -0.19
H 5.758 17.797 3.800 0.11
H 6.629 8.535 3.841 0.12
C 8.276 11.642 -0.720 -0.23
H 10.032 8.550 5.368 0.12
H 7.564 12.383 -0.358 0.11
O 7.735 12.059 5.492 -0.39
O 11.965 8.138 0.585 -0.07
O 12.600 15.876 4.263 -0.10
O 12.444 17.436 1.727 -0.03
C 4.585 12.850 2.687 -0.18
C 9.480 14.486 1.200 -0.06
H 7.443 10.142 6.138 0.08
H 14.404 16.816 4.384 0.12
H 5.848 9.650 -1.964 0.10
H 9.914 11.950 -1.860 0.06
O 5.952 13.238 2.904 -0.09
O 6.150 8.705 1.896 -0.07
C 11.627 9.937 -0.974 -0.18
H 5.287 10.455 5.038 0.06
H 16.234 11.866 2.152 0.07
C 11.809 9.891 3.412 -0.17
C 5.544 10.971 5.961 -0.08
O 9.003 12.239 -1.783 -0.04
H 12.334 9.870 5.535 0.14
H 6.327 13.077 2.028 0.09
H 11.904 11.810 2.975 0.08
C 12.599 8.889 -0.474 -0.22
O 14.073 11.835 1.657 -0.09
C 9.934 16.937 6.011 -0.17
O 8.669 10.048 2.962 -0.11
H 7.125 17.822 2.706 0.11
H 11.191 9.255 2.777 0.10
H 12.916 8.248 -1.301 0.12
H 7.073 7.160 2.908 0.12
C 7.034 11.142 6.334 -0.36
H 9.797 15.263 7.441 0.12
C 14.189 12.944 2.542 -0.22
H 10.685 14.093 2.845 0.09
H 12.021 8.318 4.822 0.14
H 10.428 16.693 5.077 0.09
O 5.237 12.063 0.519 -0.05
H 14.418 13.814 1.926 0.12
H 8.516 14.966 1.005 0.08
C 9.614 14.235 2.646 -0.40
H 13.189 12.941 2.987 0.09
H 3.999 12.565 3.562 0.12
H 10.586 17.329 6.790 0.12
H 5.260 11.261 -0.016 0.06
H 9.037 8.144 3.384 0.11
H 3.993 13.697 2.331 0.12
C 7.061 8.256 2.877 -0.24
H 13.447 11.939 0.935 0.07
H 9.814 14.363 5.623 0.08
H 8.339 10.632 2.269 0.08
Cu 7.200 14.034 4.387 0.69
C 13.580 17.139 2.441 -0.29
H 8.025 9.603 -1.482 0.11
C 7.408 10.405 -1.062 -0.23
H 7.235 11.266 7.400 0.11
H 15.024 11.815 4.187 0.11
C 4.573 11.695 1.716 -0.23
H 8.259 16.062 7.177 0.13
H 11.851 10.556 -1.839 0.13
O 11.517 10.913 0.102 -0.10
H 12.858 9.817 3.129 0.14
H 11.056 10.672 0.909 0.05
H 5.142 10.365 6.778 0.07
O 16.477 12.325 2.963 -0.06
C 5.620 16.757 1.900 -0.08
H 5.249 8.590 2.206 0.09
H 13.520 9.368 -0.135 0.12
H 8.938 11.345 0.093 0.09
O 10.343 9.454 5.285 -0.08
H 9.246 15.051 3.274 0.08
H 9.660 13.629 0.554 0.06
H 14.018 16.161 2.200 0.10
O 8.989 17.993 5.684 -0.07
O 11.249 11.211 3.350 -0.14
```

Entry 6:
A 17-piece molecular cluster, C42H65Cl16F21N2O16 overall, computed with the ωB97M-V functional and the def2-TZVPD basis.

Calculated values
* F_max: 0.09281 Eh/bohr
* orbital gap: 0.3576 Eh
* lowest unoccupied orbital energy: 0.4 eV

```
162
Properties=species:S:1:pos:R:3:lowdin_charge:R:1
F 2.249 -4.893 -0.741 0.15
H 0.527 0.120 6.658 0.11
H -1.813 -10.513 -1.054 0.07
H 3.104 0.426 -6.943 0.13
H 6.175 2.219 1.781 0.07
O 5.076 3.329 -0.429 0.01
O -0.729 -7.058 2.078 0.19
C 2.541 -0.739 6.585 -0.08
C 0.515 -0.064 -0.179 -0.09
Cl 1.024 3.341 -3.293 0.59
Cl -4.889 -0.519 4.338 0.52
F -4.083 -6.033 1.915 0.15
O 0.413 -1.801 6.149 0.03
C 2.408 -1.105 -3.359 -0.57
F 4.685 2.930 -3.704 0.14
H 4.166 -8.377 1.380 0.13
C 3.393 -8.141 2.126 -0.16
C -1.577 -1.267 -5.448 -1.07
F 3.130 -1.001 -2.266 0.19
F -2.318 -4.765 2.063 0.09
Cl -2.675 3.469 3.818 0.60
C 2.325 -9.187 2.280 -0.05
O 6.341 -4.347 2.676 0.20
Cl -4.195 -1.770 0.024 0.60
O -1.858 7.090 0.918 0.13
F 5.842 -5.353 5.380 0.20
C 1.123 1.409 -7.187 -0.05
Cl 1.249 1.963 2.811 0.62
Cl -4.194 8.137 -1.508 0.54
H 2.764 -0.482 5.529 0.09
C -1.597 0.322 0.952 -0.08
F 5.992 1.429 -2.890 0.18
H -6.211 3.923 -6.140 0.10
O 2.421 -7.808 -0.444 0.19
C -3.156 -1.969 -1.323 -1.10
C -1.845 -7.161 1.790 -0.44
H 1.044 0.004 0.776 0.06
F -2.934 -6.041 3.759 0.13
H -6.011 4.002 -4.421 0.06
H -3.029 -0.978 -1.779 -0.02
C -5.701 3.422 -5.296 -0.06
Cl -1.624 -2.730 -0.937 0.60
H -0.580 10.796 -0.106 0.09
C 0.007 5.632 1.415 -0.50
C 2.272 -7.000 0.382 -0.46
C 4.485 3.267 0.924 -0.17
H -4.137 5.073 -6.808 0.10
O -2.310 1.786 -1.333 -0.06
H -4.850 2.286 -1.695 -0.02
H 0.870 -1.115 7.913 0.14
H 0.093 8.775 -1.610 0.13
H 0.539 -1.089 -0.519 0.05
C -2.832 -6.016 2.394 -0.42
Cl -7.103 2.090 -1.746 0.53
O 4.885 -2.841 3.544 0.04
C -3.565 4.249 2.554 -1.06
C -1.162 1.363 -1.162 -0.32
C -0.678 3.716 -3.553 -1.01
H 2.054 -9.430 1.235 0.08
C -5.497 1.420 -1.669 -1.06
C 2.888 -0.176 -4.520 -0.40
O 3.566 2.007 -1.454 0.18
F 6.449 3.482 -2.586 0.21
C 5.483 2.626 -2.656 -0.59
F 1.326 -4.932 1.214 0.16
H -1.256 2.851 -3.199 0.00
O 4.053 0.087 -4.532 0.17
H 2.963 -1.364 1.253 0.09
Cl -6.425 1.979 3.913 0.56
H -1.573 -0.674 1.318 0.05
Cl -5.152 0.291 -2.966 0.56
C 4.483 -2.329 2.194 -0.15
H -0.343 1.457 -1.883 0.10
O -0.078 -0.412 4.485 0.15
H -0.651 -8.732 0.236 0.12
H -1.339 -0.814 -6.440 0.04
H 1.143 0.486 -0.885 0.08
H -4.058 5.385 -5.010 0.09
F 2.549 -2.347 -3.859 0.14
H 4.633 4.281 1.315 0.13
H -4.410 1.367 2.960 -0.03
H 4.668 2.187 2.652 0.08
H -1.614 -9.774 1.344 0.13
O -2.326 2.429 -5.873 -0.01
H -0.647 9.624 1.223 0.09
H -6.073 2.406 -5.225 0.08
C 5.795 -3.793 3.542 -0.44
H -1.479 8.556 -0.777 0.09
Cl -3.282 -1.524 -5.358 0.55
C 4.558 2.590 -1.430 -0.43
H -2.670 4.712 -5.871 0.08
H 2.897 1.787 -5.945 0.12
N -0.744 0.578 -0.165 -0.16
H 2.990 -1.719 6.802 0.09
H -1.384 0.888 1.853 0.07
O -2.439 -8.021 1.028 0.04
C 6.109 -4.128 5.054 -0.54
H -3.146 6.025 -1.500 -0.07
C 2.326 0.992 -6.429 -0.20
H -3.586 -2.516 -2.163 0.02
H -0.825 3.905 -4.599 0.00
F 7.428 -3.993 5.314 0.14
C -3.754 4.739 -5.846 -0.04
C -0.383 8.752 -0.626 -0.20
Cl -0.666 -2.744 -5.104 0.55
H -5.429 0.889 -0.724 0.00
O 0.148 7.501 -0.093 0.01
H 3.550 -0.401 2.605 0.05
F 0.364 -5.830 -0.477 0.17
C 1.527 -5.646 0.112 -0.55
C -5.309 0.834 3.275 -1.10
C -0.097 -1.466 4.969 -0.41
H 3.942 -7.835 3.021 0.13
H 4.884 1.143 1.190 0.08
H -5.759 0.412 2.378 0.02
O 1.886 0.151 -5.326 0.02
H -2.597 -8.985 -1.514 0.10
H -1.326 -0.482 -4.741 0.02
H 1.267 2.195 -7.929 0.09
Cl 2.148 2.674 5.552 0.59
F 5.452 -3.316 5.921 0.13
F -0.812 -3.768 4.845 0.17
C -0.120 9.884 0.288 -0.06
H 1.483 -8.788 2.802 0.07
H 0.378 3.490 4.258 0.00
H -3.222 5.252 2.336 0.01
Cl -3.553 3.479 0.997 0.63
C -2.422 -9.713 -0.701 -0.05
H 0.453 1.770 -6.418 0.06
Cl -5.345 5.438 -1.902 0.53
O 2.741 -6.940 1.603 0.03
H 5.373 -1.882 1.800 0.12
H 0.147 1.841 4.847 -0.01
H 3.411 3.138 0.769 0.10
Cl -1.218 5.100 -2.613 0.61
C -4.086 6.419 -1.115 -1.05
C -3.527 2.387 -5.697 -0.35
H 2.694 -10.124 2.683 0.08
C -0.706 6.875 0.726 -0.39
H -2.619 0.533 0.593 0.06
H -4.207 6.315 -0.043 0.00
H 0.909 10.070 0.522 0.08
H 0.658 0.533 -7.660 0.09
C 0.862 2.522 4.407 -1.09
C -0.509 -2.698 4.102 -0.56
C -1.650 -9.122 0.470 -0.16
H -4.085 1.445 -5.552 0.10
H 2.949 -0.048 7.313 0.08
F -0.060 5.648 2.737 0.17
N -4.291 3.457 -5.521 -0.19
H 2.579 -1.910 2.907 0.08
F -1.549 -2.340 3.420 0.18
F 1.127 -0.960 -3.059 0.13
C 3.328 -1.409 2.292 -0.06
F -0.599 4.517 0.943 0.11
C 5.122 2.114 1.645 -0.06
F 1.322 5.596 1.062 0.13
H -3.363 -10.180 -0.371 0.09
F 0.441 -3.050 3.213 0.15
H -4.590 4.346 2.961 0.03
H 4.219 -3.197 1.582 0.13
C 1.131 -0.754 6.900 -0.20
```